Entry 1:
C24H24ClN2O4S | ωB97M-V/def2-TZVPD

Calculated total energy in eV: -59798.948
Gap between HOMO and LUMO in eV: 7.339
SMILES: O=C(O)c1cc(S(=O)(=O)[NH+]2CCN(C(c3ccccc3)c3ccccc3)CC2)ccc1Cl

ORCA input file:
```
! wB97M-V def2-TZVPD RIJCOSX def2/J DEFGRID3
* xyz 1 1
O 3.29651 -5.39504 -3.44532
C 2.76921 -4.81456 -2.54235
O 1.98029 -5.40625 -1.64225
H 1.92205 -6.35987 -1.82166
C 2.90774 -3.34548 -2.26758
C 2.59380 -2.86379 -1.00171
C 2.73968 -1.51864 -0.72808
C 3.20936 -0.62034 -1.67666
C 3.52285 -1.09061 -2.93399
C 3.37666 -2.44834 -3.24581
Cl 3.77172 -2.97000 -4.81188
H 3.89584 -0.42012 -3.69150
H 3.33994 0.41680 -1.41201
S 2.36515 -0.94696 0.90542
O 2.81497 0.37242 1.15216
O 2.44073 -1.96909 1.88292
N 0.47619 -0.68837 0.79341
H 0.03524 -1.58614 0.57603
C 0.11873 0.31385 -0.21912
C -1.38318 0.59979 -0.16732
N -1.71974 1.07640 1.15469
C -1.46092 0.03528 2.12552
C 0.03662 -0.25693 2.13548
H 0.29189 -1.03667 2.85420
H 0.59159 0.65082 2.37921
H -1.76253 0.38681 3.11298
H -2.02242 -0.89235 1.90338
C -3.07032 1.63240 1.24118
C -3.24815 2.78687 0.27885
C -4.46578 2.97019 -0.36199
C -4.66220 4.05481 -1.19873
C -3.64095 4.96563 -1.40639
C -2.42320 4.78799 -0.77146
C -2.22835 3.70754 0.06973
H -1.28063 3.57437 0.56845
H -1.62434 5.49755 -0.92632
H -3.79422 5.81238 -2.05733
H -5.61500 4.18828 -1.68761
H -5.26789 2.26434 -0.20168
C -3.35379 2.16948 2.62765
C -4.60464 1.98379 3.19971
C -4.89325 2.51735 4.44371
C -3.93192 3.23881 5.12975
C -2.68125 3.42645 4.56531
C -2.39430 2.89898 3.31957
H -1.42076 3.05009 2.87961
H -1.92838 3.99064 5.09466
H -4.15677 3.65556 6.09924
H -5.87072 2.36867 4.87627
H -5.36013 1.42247 2.66895
H -3.81798 0.85356 1.00373
H -1.62580 1.37382 -0.89696
H -1.94299 -0.31670 -0.43811
H 0.67377 1.22293 0.02045
H 0.41264 -0.04651 -1.20692
H 2.26528 -3.54290 -0.23074
*
```


Entry 2:
C24H24ClN6O13W | ωB97M-V/def2-TZVPD

Calculated total energy in eV: -75165.892
Gap between HOMO and LUMO in eV: 6.084
Energy relative to the best compared isomer or geometry (same formula, charge and spin) in kJ/mol: 210.7

ORCA input file:
```
! wB97M-V def2-TZVPD RIJCOSX def2/J DEFGRID3
* xyz 1 1
W 0.53158 -0.37048 -1.00435
O 3.94848 1.97652 -0.66945
C 3.07698 1.21822 -1.00655
N 2.18568 0.52632 -0.20345
C 2.47198 0.34082 1.15025
O 3.02098 1.08812 1.91355
C 2.02428 -1.05838 1.50535
C 2.55528 -1.74298 2.58975
C 2.25788 -3.09008 2.73975
C 1.38858 -3.68628 1.82985
C 0.85448 -2.92528 0.80585
N 1.18318 -1.63888 0.61475
C 2.87858 0.79202 -2.44355
C 3.73868 1.23322 -3.43885
C 3.55518 0.77252 -4.73395
C 2.51318 -0.11218 -4.98835
C 1.69288 -0.50638 -3.94395
N 1.87548 -0.07848 -2.69105
H 3.21408 -1.21968 3.26565
H 2.69768 -3.66528 3.53935
H 1.13498 -4.73158 1.90495
H 0.14328 -3.33818 0.09475
H 4.53158 1.91432 -3.16885
H 4.20378 1.10292 -5.53205
H 2.34038 -0.49958 -5.97825
H 0.85278 -1.18198 -4.09375
O -0.40802 0.83742 0.18725
C -1.17552 1.88962 0.23765
C -1.13722 2.92082 -0.71895
C -1.91982 4.08162 -0.63895
C -1.72032 5.10502 -1.55365
C -0.76892 5.01062 -2.57225
C -0.04752 3.84712 -2.72455
C -0.21902 2.77002 -1.82725
O 0.45848 1.67762 -1.96845
N -2.51182 6.31192 -1.45015
O -3.35092 6.34962 -0.57895
O -2.27542 7.19492 -2.24015
H -1.81162 2.00832 1.11675
H -2.68302 4.19812 0.11565
H -0.63652 5.85482 -3.23505
H 0.68428 3.73442 -3.51075
C -2.87062 -3.18728 0.94955
N -2.84212 -2.40488 2.16365
C -3.36852 -3.07488 3.32925
C -1.99452 -1.32728 2.19335
O -1.12122 -1.21148 1.32945
N -2.13202 -0.41868 3.20185
C -1.05432 0.51362 3.44635
C -3.36072 -0.13608 3.90415
H -3.88982 -3.53288 0.77835
H -2.21772 -4.06168 1.02575
H -2.53932 -2.57308 0.11245
H -3.03862 -4.11808 3.32275
H -4.46142 -3.06938 3.31325
H -3.01632 -2.61048 4.24525
H -0.28462 0.40002 2.68125
H -0.61662 0.32002 4.42895
H -1.42332 1.54222 3.43705
H -4.20012 -0.65458 3.45245
H -3.56232 0.93652 3.85935
H -3.28502 -0.40478 4.95975
O -1.10402 -1.31798 -1.18595
O -0.83822 -0.51928 -2.26295
O 3.04148 -1.79578 -1.13995
Cl 2.41618 -2.83758 -1.89035
O 2.47498 -4.04838 -1.20125
O 2.93288 -2.90458 -3.18165
O 1.00678 -2.41448 -1.96795
*
```


Entry 3:
C24H24CuN4O5Si | ωB97M-V/def2-TZVPD

Calculated total energy in eV: -93995.281
Gap between HOMO and LUMO in eV: 5.934

ORCA input file:
```
! wB97M-V def2-TZVPD RIJCOSX def2/J DEFGRID3
* xyz -1 1
Cu -0.50786 -0.28730 0.09982
O 2.41321 1.03958 2.61883
C 2.26889 0.48401 1.39855
O 2.03368 -0.68888 1.24601
C 2.77797 1.42930 0.30491
O 1.91600 1.56812 -0.79805
C 0.90057 2.53316 -0.58687
C 0.25586 2.39763 0.82246
O -0.04894 3.41680 1.42338
O 0.17096 1.20826 1.25695
H 1.98375 0.46358 3.26788
H 3.70512 0.99404 -0.09026
H 2.99123 2.40490 0.76491
H 0.14489 2.37285 -1.36183
H 1.31301 3.54939 -0.68595
C -1.73214 0.93729 -5.48043
C -0.38704 0.61708 -5.41674
C 0.09481 -0.16691 -4.38304
C -0.74050 -0.65723 -3.38449
C -2.09268 -0.33439 -3.48101
C -2.58949 0.44414 -4.50975
Si -0.06508 -1.50897 -1.77853
C 1.60275 -2.23192 -2.45491
C 1.66530 -3.09421 -3.54523
C 2.87222 -3.58299 -4.01143
C 4.05522 -3.21884 -3.39124
C 4.01427 -2.37099 -2.29789
C 2.80048 -1.88805 -1.83924
C -1.07816 -3.17512 -1.80330
C -1.87731 -3.59963 -2.85897
C -2.64741 -4.74689 -2.77506
C -2.63482 -5.50860 -1.61966
C -1.83419 -5.11529 -0.55903
C -1.07335 -3.96533 -0.65669
H -2.11200 1.56386 -6.27830
H 0.28897 0.98906 -6.17705
H 1.14894 -0.40001 -4.34192
H -2.77035 -0.69881 -2.71963
H -3.64631 0.68250 -4.55283
H 0.74691 -3.38368 -4.03483
H 2.89322 -4.24862 -4.86535
H 5.00195 -3.59885 -3.75565
H 4.93589 -2.08655 -1.80347
H 2.77707 -1.23560 -0.98129
H -1.89975 -3.01100 -3.76493
H -3.26497 -5.04790 -3.61331
H -3.25192 -6.39549 -1.54297
H -1.81789 -5.70677 0.34884
H -0.45936 -3.66131 0.17935
N -5.75146 -1.38359 0.43019
C -5.55542 -0.06752 0.06391
N -6.63723 0.61353 -0.44118
N -4.43463 0.56263 0.16166
C -3.30068 0.10462 0.55173
N -2.24095 -0.20918 0.91706
H -6.47642 -1.88638 -0.05730
H -4.89958 -1.91548 0.55562
H -7.55363 0.29746 -0.16468
H -6.50924 1.61301 -0.44792
*
```


Entry 4:
C24H24F6O14Zr | ωB97M-V/def2-TZVPD

Calculated total energy in eV: -71524.267
Gap between HOMO and LUMO (alpha / beta) in eV: 2.578 / 4.882
<S²>: 0.75

ORCA input file:
```
! wB97M-V def2-TZVPD RIJCOSX def2/J DEFGRID3
* xyz -3 2
Zr 0.02922 0.51823 0.00208
C 1.53467 -2.96313 -2.02747
C 1.38899 -1.90224 -1.05936
C 1.01145 -2.30658 0.40257
O 0.40571 -1.42387 0.98217
C 1.00708 -3.70337 0.77756
C 1.27891 -4.63848 -0.15247
C 1.39004 -4.26543 -1.58998
O 0.99128 -5.04697 -2.54692
O 1.43209 -5.82455 0.28712
O 1.32508 -0.66384 -1.17367
H 1.31492 -2.74230 -3.06156
H 0.85624 -3.93937 1.82061
C -1.36940 -1.48267 -3.58414
C -1.53306 -2.98140 -3.55510
C -1.97114 -3.66858 -2.20222
O -1.74018 -4.88503 -2.26054
C -2.23970 -2.81825 -1.06342
C -2.15330 -1.45970 -1.17625
C -1.71315 -0.76644 -2.46189
O -1.13475 0.36265 -2.33794
O -2.08554 -0.91250 -0.03936
O -1.20814 -3.83870 -4.39090
H -0.86417 -1.04371 -4.43176
H -2.54664 -3.20464 -0.10275
C -2.24391 3.51948 2.11381
C -1.47335 3.57184 0.81671
O -1.09163 2.33235 0.29828
H -2.37638 4.56076 2.40757
H -1.76774 2.92234 2.89148
H -3.25658 3.19716 1.87152
H -0.59530 4.15731 1.08939
H -1.96911 4.19710 0.07417
C 3.70283 0.44954 2.55847
C 2.96481 1.51769 1.80275
O 1.70978 1.05373 1.27381
H 2.97748 0.02650 3.25347
H 4.61016 0.60728 3.14153
H 3.92406 -0.25377 1.75565
H 3.52129 1.92204 0.95721
H 2.85094 2.42518 2.39572
C -3.80667 -1.42090 3.10003
C -3.56447 0.07955 3.31812
O -2.33517 0.05203 4.07391
C -1.11816 0.30069 3.54502
O -0.94685 0.53977 2.31649
C -0.00437 0.26563 4.63421
F 0.91951 -0.59606 4.34452
F 0.56254 1.41464 4.70802
F -0.51324 -0.14380 5.75638
H -4.86487 -1.64396 2.96379
H -3.48256 -2.12190 3.86922
H -3.33193 -1.75709 2.17824
H -4.30884 0.52600 3.97744
H -3.56007 0.64812 2.38818
C 1.89314 0.79378 -4.40420
C 0.96455 2.07440 -4.42999
O 1.45839 3.11060 -3.61956
C 1.58546 2.89134 -2.22402
O 1.08779 2.00715 -1.52300
C 2.55002 3.95011 -1.61388
F 1.79049 4.73763 -0.86797
F 3.42648 3.28579 -0.81515
F 3.12871 4.70328 -2.57746
H 2.88522 1.03845 -4.78367
H 1.54010 -0.10843 -4.90370
H 2.08781 0.50479 -3.37139
H -0.10190 1.86620 -4.34375
H 1.16504 2.39657 -5.45180
*
```


What is the formula in the third record?
C24H24CuN4O5Si